Entry 1:
{
  "formula": "C8H16Si3",
  "method": "the ωB97M-V functional and the def2-TZVPD basis",
  "elements": ["C", "C", "C", "C", "C", "C", "C", "C", "Si", "Si", "Si", "H", "H", "H", "H", "H", "H", "H", "H", "H", "H", "H", "H", "H", "H", "H", "H"],
  "positions_angstrom": [[-4.199, -0.877, 0.289], [-3.856, 0.210, 1.098], [-3.415, -1.254, -0.773], [-2.771, 0.983, 0.784], [-2.223, -0.493, -0.987], [-1.911, 0.679, -0.291], [2.656, -2.510, -0.348], [1.608, 0.304, 1.822], [-0.477, 1.864, -0.607], [2.625, -0.722, -1.125], [1.521, 1.019, 0.103], [-5.213, -1.300, 0.504], [-4.533, 0.382, 1.893], [-3.578, -2.227, -1.267], [-2.667, 1.706, 1.604], [-1.586, -0.984, -1.638], [1.572, -2.713, -0.208], [3.043, -3.215, -0.985], [3.221, -2.579, 0.648], [1.096, -0.589, 1.714], [2.584, 0.021, 2.224], [1.058, 0.723, 2.632], [-0.356, 2.000, -2.098], [-0.953, 3.338, -0.247], [2.267, -1.031, -2.575], [4.079, -0.403, -1.415], [2.521, 2.120, -0.015]],
  "forces_ev_per_angstrom": [[-1.983, 0.257, 0.367], [-0.366, -1.400, -1.715], [1.415, 0.145, 0.648], [-0.209, 0.120, 1.448], [-1.920, -0.421, 0.975], [-0.428, 0.000, 0.705], [-1.239, 2.697, 2.850], [0.688, 0.553, 0.384], [-1.342, 1.055, -1.044], [1.022, -1.289, -1.110], [1.642, 0.029, 0.201], [1.200, -0.209, -0.298], [-0.188, 0.628, 0.886], [0.067, 0.869, -0.068], [0.902, 0.563, -1.057], [1.554, -0.129, -1.611], [0.648, -0.305, 0.287], [0.988, -1.519, -1.746], [-1.031, 0.187, -1.347], [-0.995, -2.313, -0.307], [0.128, 0.279, -0.400], [-0.347, 1.117, 0.516], [0.150, -0.155, 0.258], [0.656, -1.534, 0.141], [-0.441, 0.388, 0.623], [-0.442, 0.335, 0.501], [-0.130, 0.049, -0.089]],
  "lowdin_charge": [-0.11, -0.11, -0.08, -0.14, -0.10, -0.39, -0.31, -0.32, 0.53, 0.49, 0.33, 0.12, 0.09, 0.11, 0.11, 0.07, 0.01, -0.04, 0.05, -0.02, 0.04, 0.01, -0.06, -0.03, -0.08, -0.09, -0.08],
  "total_charge": 0,
  "smiles": "C[SiH2][Si@H](C)[SiH2]c1ccccc1",
  "homo_energy_ev": -9.31,
  "de_lowest_kcal_mol": 0.00,
  "total_energy_ha": -1182.8318,
  "max_force_ev_per_a": 4.11,
  "gap_ev": 9.9
}

Entry 2:
{
  "formula": "C3H9N4",
  "method": "the ωB97M-V functional and the def2-TZVPD basis",
  "elements": ["C", "C", "C", "N", "N", "N", "N", "H", "H", "H", "H", "H", "H", "H", "H", "H"],
  "positions_angstrom": [[1.058, -0.582, -0.042], [-0.592, 1.760, 0.128], [-0.793, 0.437, -0.602], [-2.754, -0.971, 0.200], [-1.911, -0.233, -0.285], [1.036, -1.916, 0.032], [2.113, 0.175, -0.062], [0.369, 2.314, -0.288], [-1.391, 2.411, 0.073], [-0.547, 1.717, 1.223], [-0.617, 0.426, -1.741], [-2.635, -1.605, 1.052], [0.062, -2.191, 0.104], [1.569, -2.620, 0.504], [2.031, 1.205, -0.271], [3.002, -0.328, -0.024]],
  "forces_ev_per_angstrom": [[-1.786, 0.867, -0.891], [3.044, 0.070, -0.122], [0.762, -1.084, -0.133], [-0.374, 1.151, 0.060], [-0.508, -0.537, 0.200], [-2.080, 0.767, 0.272], [0.609, 0.101, -0.090], [-2.149, -1.139, 0.854], [-1.863, 1.404, -1.185], [0.626, -0.828, -0.202], [-0.027, -0.169, 1.981], [1.469, 0.455, -1.029], [0.204, -0.317, -0.287], [1.379, 0.191, 0.117], [0.451, -1.939, 0.482], [0.243, 1.007, -0.029]],
  "lowdin_charge": [-0.24, -0.06, -0.16, 0.17, -0.04, 0.14, 0.15, 0.12, 0.05, 0.10, 0.17, 0.12, 0.09, 0.12, 0.13, 0.14],
  "total_charge": 1,
  "homo_energy_ev": -12.42,
  "de_lowest_kcal_mol": 128.28,
  "total_energy_ha": -338.3164,
  "max_force_ev_per_a": 3.05,
  "gap_ev": 8.0
}

Entry 3:
{
  "formula": "C3H7N3O2",
  "method": "the ωB97M-V functional and the def2-TZVPD basis",
  "elements": ["C", "C", "C", "N", "N", "N", "O", "O", "H", "H", "H", "H", "H", "H", "H"],
  "positions_angstrom": [[-1.891, 0.515, -1.050], [-0.499, -0.489, 0.419], [0.893, 0.295, 0.134], [-1.694, -0.549, -0.407], [1.299, 0.430, -1.216], [1.416, 0.731, 1.164], [-0.935, -0.207, 1.680], [0.166, -1.788, 0.525], [-2.864, 0.427, -1.508], [-1.112, 1.216, -1.215], [1.198, -0.375, -1.845], [2.247, 0.864, -1.095], [-0.452, -2.287, 1.107], [2.415, 1.003, 1.181], [-0.186, 0.215, 2.126]],
  "forces_ev_per_angstrom": [[-1.161, -1.903, -0.625], [2.411, -1.810, 0.829], [-2.913, -0.589, -2.559], [1.651, 0.203, 1.210], [1.325, 0.482, 1.912], [1.642, 0.657, 1.744], [-0.853, 0.735, 0.191], [-1.535, -0.202, -0.345], [-0.114, 1.224, -0.751], [0.186, 1.254, -0.092], [0.246, 0.493, 0.620], [-0.993, -0.892, -1.298], [0.604, 0.180, -0.563], [-0.907, 0.051, -0.482], [0.412, 0.117, 0.209]],
  "lowdin_charge": [0.00, -0.58, -0.41, 0.09, 0.12, 0.14, 0.03, -0.02, 0.08, 0.07, 0.11, 0.11, 0.11, 0.09, 0.08],
  "total_charge": 0,
  "smiles": "[H]/N=C(\\N)C(O)(O)N=C",
  "homo_energy_ev": -9.92,
  "de_lowest_kcal_mol": 72.09,
  "total_energy_ha": -433.2079,
  "max_force_ev_per_a": 3.92,
  "gap_ev": 10.7
}